Entry from the OMol25 dataset: a molecular structure, C4H9NOP in a non-equilibrium geometry (the ωB97M-V functional and the def2-TZVPD basis).

The geometry in ORCA input format:
```
! wB97M-V def2-TZVPD RIJCOSX def2/J DEFGRID3
* xyz 1 1
C 2.305 -0.023 -0.219
C 0.475 0.522 -0.298
C 0.132 1.916 -0.108
C -1.784 -0.420 0.282
N -0.346 -0.471 -0.119
O 2.778 -0.375 0.789
P 0.109 -2.103 -0.534
H 2.674 0.133 -1.210
H 1.002 2.247 0.520
H 0.392 2.683 -0.930
H -0.870 2.105 0.217
H -1.833 -0.981 1.120
H -2.382 -0.839 -0.471
H -2.094 0.601 0.481
H 0.688 -2.351 0.862
H -1.246 -2.642 -0.384
*
```

The value obtained for the largest force on an atom is 3.669 eV/A. For the highest occupied orbital energy, the calculation gives -14.402 eV. As for the relative energy (zero: lowest compared OMol25 entry of this formula, charge and spin): 289.2 kJ/mol. The calculation puts the molar mass at 118.10 g mol⁻¹. The LUMO energy is -4.530 eV. For the calculated total energy, the calculation gives -17110.19175 eV.

Entry from the OMol25 dataset: a gas-phase ion, C4H9NOS (charge -2) in a non-equilibrium geometry (the ωB97M-V functional and the def2-TZVPD basis).

The geometry in ORCA input format:
```
! wB97M-V def2-TZVPD RIJCOSX def2/J DEFGRID3
* xyz -2 1
C -0.470 -0.207 -0.867
N -1.683 0.424 -0.360
C -3.159 0.560 -0.825
O -3.951 0.751 0.200
C 0.744 0.028 0.041
C 1.994 -0.779 -0.272
S 3.311 -0.487 0.978
H -0.287 0.115 -1.898
H -0.699 -1.295 -0.866
H -1.755 0.220 0.630
H -3.355 -0.405 -1.374
H -3.045 1.380 -1.583
H 0.366 -0.032 1.068
H 0.961 1.099 -0.009
H 2.367 -0.298 -1.194
H 1.886 -1.788 -0.659
*
```

The value obtained for the largest force on an atom is 2.063 eV/A. Its SMILES is [O-]CNCCC[S-]. For the highest occupied orbital energy, the calculation gives 0.118 eV. As for the relative energy (zero: lowest compared OMol25 entry of this formula, charge and spin): 71.5 kJ/mol. The calculation puts the molar mass at 119.19 g mol⁻¹. The LUMO energy is 5.969 eV. For the calculated total energy, the calculation gives -18664.05009 eV.

Entry from the OMol25 dataset: 2 unconnected molecules or ions with the total composition C4H9NOS in a non-equilibrium geometry (the ωB97M-V functional and the def2-TZVPD basis).

The geometry in ORCA input format:
```
! wB97M-V def2-TZVPD RIJCOSX def2/J DEFGRID3
* xyz 0 1
C -2.058 -0.827 1.967
C -3.296 -0.321 1.222
C 3.507 -0.431 -1.517
C 3.359 0.873 -1.815
N -2.133 0.572 1.582
O -1.012 0.520 -0.702
S -1.224 1.493 0.604
H -2.027 -1.063 2.976
H -1.326 -1.345 1.400
H -3.219 -0.703 0.160
H -4.192 -0.175 1.828
H -0.031 0.620 -0.882
H 2.575 -0.974 -1.528
H 4.436 -0.954 -1.319
H 2.390 1.229 -1.982
H 4.249 1.484 -1.993
*
```

The value obtained for the largest force on an atom is 3.103 eV/A. Its SMILES is OSN1CC1.C=C. For the highest occupied orbital energy, the calculation gives -8.201 eV. As for the relative energy (zero: lowest compared OMol25 entry of this formula, charge and spin): 428.8 kJ/mol. The calculation puts the molar mass at 119.19 g mol⁻¹. The LUMO energy is 0.635 eV. For the calculated total energy, the calculation gives -18663.08200 eV.

Entry from the OMol25 dataset: a single C4H9NOS molecule in a non-equilibrium geometry (the ωB97M-V functional and the def2-TZVPD basis).

The geometry in ORCA input format:
```
! wB97M-V def2-TZVPD RIJCOSX def2/J DEFGRID3
* xyz 0 1
C 0.652 2.627 -0.696
N -0.314 1.873 0.047
C -0.042 0.342 -0.101
C 0.460 -0.220 1.232
S 1.021 -1.934 0.572
C -1.173 -0.500 -0.781
O -2.331 -0.339 -0.874
H 0.451 2.728 -1.831
H 0.796 3.622 -0.268
H 1.560 2.076 -0.783
H -1.247 1.914 -0.421
H 0.891 0.142 -0.681
H 1.414 0.292 1.687
H -0.214 -0.430 2.035
H 2.233 -1.840 0.995
H -0.747 -1.451 -1.137
*
```

The value obtained for the largest force on an atom is 3.780 eV/A. Its SMILES is CN[C@H](C=O)CS. For the highest occupied orbital energy, the calculation gives -9.373 eV. As for the relative energy (zero: lowest compared OMol25 entry of this formula, charge and spin): 283.8 kJ/mol. The calculation puts the molar mass at 119.19 g mol⁻¹. The LUMO energy is 0.572 eV. For the calculated total energy, the calculation gives -18664.58547 eV.

Entry from the OMol25 dataset: a molecular structure, C4H9NOS in a non-equilibrium geometry (the ωB97M-V functional and the def2-TZVPD basis).

The geometry in ORCA input format:
```
! wB97M-V def2-TZVPD RIJCOSX def2/J DEFGRID3
* xyz 0 1
C -0.435 0.673 0.642
C 0.595 -0.414 0.457
C -0.311 -1.309 -0.394
C -1.425 -0.574 0.449
H -1.201 2.415 -0.223
H -0.391 1.496 -1.125
H -0.680 1.042 1.694
H 0.685 -1.045 1.393
H 2.709 -1.333 0.023
H -0.478 -0.841 -1.440
H -0.182 -2.335 -0.313
H -1.825 -1.010 1.439
H -2.589 -1.045 -1.208
N -0.354 1.839 -0.238
O -2.584 -0.119 -0.342
S 2.285 0.030 -0.173
*
```

The value obtained for the largest force on an atom is 6.674 eV/A. For the highest occupied orbital energy, the calculation gives -8.936 eV. As for the relative energy (zero: lowest compared OMol25 entry of this formula, charge and spin): 411.3 kJ/mol. The calculation puts the molar mass at 119.19 g mol⁻¹. The LUMO energy is 0.448 eV. For the calculated total energy, the calculation gives -18663.26403 eV.

Entry from the OMol25 dataset: a single C4H9NOS molecule in a non-equilibrium geometry (the ωB97M-V functional and the def2-TZVPD basis).

The geometry in ORCA input format:
```
! wB97M-V def2-TZVPD RIJCOSX def2/J DEFGRID3
* xyz 0 1
C -1.062 1.341 1.573
C 0.666 -0.928 -1.366
C -0.821 -1.064 -1.310
C -0.123 0.164 -0.801
N 1.681 0.563 1.261
O 0.177 -1.907 1.408
S 0.036 0.147 1.028
H -0.573 1.964 2.251
H -1.907 0.842 2.070
H 1.041 -1.733 -0.709
H 1.077 -0.802 -2.355
H -1.411 -0.950 -2.270
H -1.143 -1.725 -0.650
H -0.301 1.169 -1.368
H 2.009 -0.357 1.557
H 1.722 1.353 1.847
*
```

The value obtained for the largest force on an atom is 5.402 eV/A. Its SMILES is C=[S@@](N)(=O)C1CC1. For the highest occupied orbital energy (spin up / spin down), the calculation gives -8.500 / -8.525 eV. As for the relative energy (zero: lowest compared OMol25 entry of this formula, charge and spin): 853.0 kJ/mol. The calculation puts the molar mass at 119.19 g mol⁻¹. The LUMO energy (spin up / spin down) is -0.689 / -0.531 eV. For the calculated total energy, the calculation gives -18658.68559 eV.

> largest force on an atom of number 5 (C4H9NOS)?

6.674 eV/A